167
Properties=species:S:1:pos:R:3:mulliken_spin:R:1 method="wB97M-V/def2-TZVPD" homo_lumo_gap_ha="0.1620 / 0.1641" charge=+1 spin_multiplicity=3 lumo_energy_ev="-6.6 / -6.5"
H -8.253 23.255 1.087 0.00
H -18.468 14.350 -2.954 0.00
C -3.682 5.760 -7.289 0.00
O 0.670 15.345 8.901 0.00
H -0.543 8.318 4.926 0.00
F -7.044 13.895 1.555 0.00
F -8.207 12.108 1.707 0.00
O -4.266 3.225 -8.960 0.00
H -19.017 8.583 1.989 0.00
C -8.489 23.872 3.799 0.00
C 2.348 12.568 -2.404 0.00
H -8.127 21.685 3.661 0.00
O -15.427 17.416 -3.999 0.00
C -16.837 8.317 1.679 0.00
C -7.561 12.897 0.890 0.04
H 3.238 17.016 7.795 0.00
Br -7.857 15.971 -8.247 0.00
O -11.262 16.185 7.548 0.00
H -9.751 16.361 -9.720 0.00
H -1.659 5.701 -7.622 0.00
H 1.870 10.503 -1.927 0.00
H -10.485 -1.292 -0.808 0.00
C -2.664 8.231 6.035 0.00
H -8.780 16.000 8.445 0.00
C -16.654 15.062 -3.841 0.00
H 0.393 17.904 4.634 0.00
H 2.436 16.980 5.161 0.00
H -14.705 8.903 2.000 0.00
O -4.503 1.974 -6.701 0.00
C -9.207 16.288 9.406 0.00
C -4.706 4.641 -6.870 0.00
O -10.995 21.610 2.866 0.00
O -11.952 2.490 -1.402 0.00
H -11.589 0.203 -2.239 0.00
C -2.288 3.648 -7.153 0.00
C -18.037 8.674 2.459 0.00
H -8.158 0.769 -0.504 0.00
H -15.744 2.812 -8.070 0.00
Br 3.042 11.447 0.092 0.00
H -15.700 8.044 3.388 0.00
H 2.368 18.596 5.940 0.00
C -10.542 0.475 -2.104 0.00
H -3.823 5.876 -8.364 0.00
C -2.329 5.153 -6.959 0.00
H 0.196 18.585 6.218 0.00
O -15.680 10.189 4.835 0.00
C -9.143 17.145 -9.269 0.00
H -3.926 6.649 -6.708 0.00
H 2.127 13.506 -1.894 0.00
C 0.525 17.688 5.694 0.00
C -16.453 3.381 -9.952 0.00
C -0.073 16.348 6.280 0.00
Br -9.085 19.310 -11.316 0.00
S -11.025 16.547 8.985 0.00
H -18.713 18.025 -3.444 0.00
C -9.040 0.338 -0.032 0.00
H 0.796 11.557 -1.146 0.00
H -7.519 18.493 -9.532 0.00
H -16.754 8.782 0.697 0.00
H -15.983 14.505 -3.187 0.00
S -10.394 22.735 2.142 0.00
O -1.306 5.616 4.616 0.00
H -11.658 15.522 10.964 0.00
H -16.652 7.248 1.571 0.00
O -9.321 12.007 -0.757 0.01
C -7.898 22.591 3.100 0.00
O -9.487 3.011 -1.887 0.00
H -16.273 14.880 -4.846 0.00
S -4.032 3.117 -7.536 0.00
H -15.238 4.532 -7.273 0.00
H -12.500 14.589 9.779 0.00
H -4.779 4.526 -5.789 0.00
H -1.970 9.096 4.307 0.00
H -19.884 16.069 -3.781 0.00
H -10.187 24.918 2.943 0.00
H 3.430 12.689 -2.378 0.00
H -17.084 2.504 -9.810 0.00
H -18.488 13.789 -4.557 0.00
H -6.808 22.571 3.102 0.00
O -15.634 11.520 2.722 0.00
C -9.581 10.642 -2.779 0.00
H -2.615 9.225 6.481 0.00
S 1.116 15.611 7.517 0.00
O -11.184 23.478 1.181 0.00
S -16.090 10.374 3.478 0.00
H -9.157 9.937 -3.493 0.00
C -17.874 10.087 3.087 0.00
O -9.704 14.151 0.060 0.89
H -9.833 17.781 -8.714 0.00
C -1.617 8.187 4.794 0.00
H -8.713 -0.152 0.885 0.00
H -4.536 8.727 5.133 0.00
C -9.072 15.071 10.243 0.00
H -7.490 17.365 -10.756 0.00
H -2.095 5.329 -5.908 0.00
H -8.237 24.172 4.816 0.00
H -18.219 7.865 3.167 0.00
H -4.384 7.184 3.529 0.00
H -0.306 15.539 5.588 0.00
H -8.126 14.584 10.004 0.00
H -10.922 1.294 0.732 0.00
C -8.675 13.200 -0.150 -0.01
C 1.829 11.501 -1.489 0.00
H -10.201 0.615 -3.130 0.00
S -2.067 6.655 3.890 0.00
C -4.049 7.822 5.495 0.00
H -5.666 4.835 -7.348 0.00
H -2.271 7.493 6.734 0.00
O 1.715 14.504 6.734 0.00
H -7.855 11.651 -2.298 0.00
H -10.686 23.787 4.387 0.00
H 1.797 17.675 8.155 0.00
C 2.229 17.035 7.385 0.00
H -16.174 3.354 -11.005 0.00
H -14.399 2.658 -9.104 0.00
S -10.555 2.129 -1.363 0.00
H -18.402 10.117 4.041 0.00
H -9.080 -1.126 -1.717 0.00
H -9.802 11.468 -3.455 0.00
C -18.918 15.961 -4.273 0.00
H -10.402 10.143 -2.264 0.00
O -16.791 6.600 -7.867 0.00
O -15.536 6.625 -10.074 0.00
O -16.629 16.828 -1.837 0.00
H -9.142 15.395 11.282 0.00
H -19.300 15.810 -5.282 0.00
H -8.141 10.319 -1.116 0.00
H -10.242 13.402 10.708 0.00
S -16.562 16.848 -3.286 0.00
C -10.041 24.017 3.539 0.00
H -13.960 5.124 -8.333 0.00
C -8.591 11.136 -1.681 0.00
H -9.491 2.442 0.738 0.00
C 2.023 17.563 5.985 0.00
C -9.917 1.510 0.368 0.00
H -8.541 21.498 1.229 0.00
C -11.527 15.025 10.003 0.00
Ni -13.726 17.014 2.645 1.00
C -15.246 3.313 -8.900 0.00
C -17.375 4.675 -9.784 0.00
H -2.165 3.167 -6.182 0.00
H -1.011 16.489 6.817 0.00
C -14.965 4.703 -8.314 0.00
S -16.210 5.902 -9.017 0.00
H -8.769 17.215 9.777 0.00
F -6.478 12.161 0.454 0.00
C -9.809 -0.521 -1.177 0.00
C -3.878 6.679 4.352 0.00
C -8.208 17.935 -10.166 0.00
H -10.233 13.851 8.970 0.00
C -10.278 14.224 9.994 0.00
Br 1.290 12.738 -4.058 0.00
H -1.669 3.370 -8.006 0.00
H -4.179 5.644 4.507 0.00
C -18.187 17.300 -4.065 0.00
H -18.087 17.654 -5.091 0.00
C -15.626 8.753 2.564 0.00
H -18.075 10.886 2.374 0.00
C -8.604 22.458 1.742 0.00
O -11.427 17.816 9.569 0.00
H -4.713 7.351 6.220 0.00
H -8.162 13.732 -0.950 0.06
H -8.116 24.749 3.270 0.00
C -18.166 14.642 -3.959 0.00
O -1.840 6.800 2.455 0.00
H -17.767 5.172 -10.672 0.00
H -18.181 4.493 -9.072 0.00

=====

16
Properties=species:S:1:pos:R:3:nbo_charge:R:1 method="wB97M-V/def2-TZVPD" homo_lumo_gap_ha=0.3769 charge=0 relative_energy_kcal_mol=48.1 smiles="CC(=O)NCO.O" lumo_energy_ev=0.4
C 0.877 1.172 0.252 0.10
O -0.988 -0.304 3.057 -0.57
N 0.091 1.112 1.555 -0.69
C -0.566 -0.105 1.988 0.70
O -0.922 -1.210 -4.218 -0.96
C -0.490 -1.226 0.932 -0.78
H -1.526 -1.331 0.473 0.24
H 1.883 0.682 0.345 0.16
H 0.102 1.784 2.313 0.41
H -0.374 -2.258 1.389 0.25
O 0.968 2.598 -0.112 -0.70
H -0.685 -0.994 -3.322 0.48
H -0.758 -2.125 -4.495 0.48
H 0.343 0.698 -0.538 0.18
H 1.789 2.868 0.305 0.47
H 0.256 -1.363 0.077 0.22

=====

14
Properties=species:S:1:pos:R:3:nbo_charge:R:1 method="wB97M-V/def2-TZVPD" homo_lumo_gap_ha=0.3125 charge=0 relative_energy_kcal_mol=125.6 lumo_energy_ev=-0.4
H -2.476 -1.059 0.468 0.09
H 1.202 0.560 -2.016 0.18
H 0.341 1.033 1.619 0.19
C 0.179 1.290 0.567 -0.06
H -0.482 2.162 0.503 0.18
C -0.199 0.095 -0.324 -0.25
C 1.192 0.329 -0.944 -0.04
H 1.923 -0.464 -0.737 0.17
H -0.526 -2.044 -0.434 0.21
C -0.418 -1.287 0.356 -0.57
C -1.604 -0.921 1.146 0.00
O 1.409 1.494 -0.143 -0.53
H 0.471 -1.504 0.961 0.21
H -1.011 0.315 -1.023 0.22